Record 1
Computed, not measured: a structure of composition C28H33N3O4PS3Ti, with the ωB97M-V functional and the def2-TZVPD basis.

Multiplicity   1
Total charge   +1
HOMO   -0.379 Ha

Geometry (Å):
Ti (-0.3360, 0.0346, 0.9083)
S (-0.7182, 2.4015, 0.5526)
S (1.3133, 0.6532, 2.4881)
S (0.4466, -0.1569, -1.3286)
P (0.4542, 2.4873, 2.1971)
O (-1.9427, -0.6155, 1.1937)
O (-0.4342, -6.7784, 1.8555)
O (-3.1362, -2.4290, 0.6046)
O (1.8285, -6.5248, 1.5738)
N (-1.9721, -1.0328, -2.1145)
N (0.2231, -1.8796, 1.2562)
N (-0.3889, -2.6557, -1.8696)
C (0.6478, -6.2122, 1.7327)
C (-2.1341, -1.9382, 1.0262)
C (1.4087, 5.0033, 1.5810)
C (0.4845, -4.5993, 1.6961)
C (-2.8352, 0.9339, -4.5636)
C (3.6460, 5.7348, 2.0660)
C (1.4469, -3.7758, -3.1133)
C (1.6053, -3.7788, 1.6185)
C (-2.5917, 0.2951, -2.0872)
C (-0.6890, 3.9577, 5.7977)
C (1.4423, -2.4273, 1.4040)
C (-0.8651, -2.6905, 1.3008)
C (0.0701, 3.5972, 4.6967)
C (-1.8679, 2.5055, 3.7336)
C (1.7415, 3.7420, 2.0684)
C (2.7891, -1.7376, -3.9009)
C (3.9718, 4.4763, 2.5496)
C (1.6448, -2.7084, -4.1913)
C (0.9461, -3.2596, -1.7590)
C (3.0191, 3.4695, 2.5490)
C (-0.5314, 2.8878, 3.6595)
C (-1.8172, -0.0681, -5.1079)
C (-2.0315, 3.6118, 5.8589)
C (-3.5344, 0.4858, -3.2768)
C (-0.7797, -4.0446, 1.5056)
C (2.3713, 5.9980, 1.5818)
C (-2.6170, 2.8746, 4.8385)
C (-0.7288, -1.3754, -1.7995)
H (-2.2778, -1.0469, -5.2581)
H (-1.8075, 1.0486, -2.1152)
H (-0.2304, 4.5070, 6.6086)
H (1.8618, -3.2221, -5.1288)
H (1.6304, -2.5282, -1.3384)
H (2.3948, -4.2887, -2.9404)
H (2.9528, -1.0882, -4.7607)
H (-3.6050, 1.1024, -5.3184)
H (2.5794, -1.0974, -3.0468)
H (4.3899, 6.5201, 2.0727)
H (-2.6208, -1.7742, -2.3482)
H (-1.1007, -3.3023, -2.1891)
H (0.4101, 5.1987, 1.2091)
H (3.2618, 2.4823, 2.9193)
H (-3.6578, 2.5903, 4.9113)
H (0.7126, -2.1532, -4.3417)
H (0.7346, -4.5236, -3.4731)
H (-0.9628, -0.1716, -4.4368)
H (-3.1508, 0.3947, -1.1546)
H (0.8625, -4.1011, -1.0701)
H (-4.0807, -0.4464, -3.4537)
H (3.7146, -2.2816, -3.7070)
H (-1.4398, 0.2719, -6.0715)
H (-2.3177, 1.9303, 2.9330)
H (2.2900, -1.7540, 1.3534)
H (1.1188, 3.8589, 4.6454)
H (-4.2684, 1.2432, -2.9997)
H (-2.3410, 1.8927, -4.3863)
H (4.9633, 4.2711, 2.9294)
H (-1.6582, -4.6777, 1.5346)
H (-2.6253, 3.9206, 6.7087)
H (2.1298, 6.9825, 1.2050)
H (2.5877, -4.2197, 1.7257)

Here are the Löwdin charges for atoms 1 to 4, given in e:
1 Ti 0.46
2 S 0.40
3 S 0.47
4 S 0.76

---

Record 2
Computed, not measured: a structure of composition C28H33N3Se2Ti, with the ωB97M-V functional and the def2-TZVPD basis.

Multiplicity   1
Total charge   +4
HOMO   -0.768 Ha

Geometry (Å):
Se (2.3446, 2.0268, -0.2834)
Se (1.1521, -0.1874, -2.2193)
Ti (0.1629, 0.4088, 0.2079)
N (-1.0863, -1.2167, -0.4374)
N (1.1914, -1.4392, 0.7016)
N (-1.2819, 1.2267, -1.1738)
C (2.3486, -3.8097, 1.5541)
C (0.7232, 1.4232, 2.5571)
C (3.6437, 0.8579, -1.1971)
C (-3.2138, 0.8979, -2.5365)
C (-1.0964, -0.2253, 2.4477)
C (-0.8002, -2.4782, -0.0589)
C (-2.2697, 0.4276, -1.6443)
C (-1.6638, -3.5231, -0.3347)
C (-2.1892, -0.9650, -1.1711)
C (0.8577, -2.0090, -2.8145)
C (2.4267, -1.4519, 1.2366)
C (3.0439, -2.6095, 1.6602)
C (1.0703, -3.8033, 1.0116)
C (-1.2238, 2.5011, -1.5956)
C (-3.0970, -1.9643, -1.4679)
C (-1.6754, -1.5274, 2.8880)
C (0.2189, 0.1393, 2.7901)
C (2.0895, 3.3281, -1.7178)
C (0.5184, -2.6083, 0.5850)
C (3.0663, -0.3621, -1.9044)
C (-2.8388, -3.2573, -1.0257)
C (-1.4351, 2.0381, 1.5606)
C (-0.1020, 2.3400, 1.8655)
C (-3.1358, 2.2120, -2.9827)
C (-1.8800, 0.7179, 1.7741)
C (-2.1157, 3.0256, -2.5081)
C (-2.4005, 3.0918, 1.1340)
C (2.0301, 1.8510, 3.1408)
H (1.5256, 4.1661, -1.3153)
H (-0.9249, -2.3091, 2.9993)
H (4.1603, 1.5256, -1.8842)
H (2.9240, -0.4939, 1.3435)
H (-3.9985, 0.2502, -2.9028)
H (1.8196, 2.2412, 4.1438)
H (3.0948, 3.6678, -1.9624)
H (-3.8628, 2.5930, -3.6895)
H (-1.9162, 3.9845, 0.7429)
H (0.5182, -4.7287, 0.9199)
H (1.2241, -2.7157, -2.0734)
H (-3.1432, 2.7197, 0.4281)
H (3.2170, -1.2785, -1.3374)
H (-1.4320, -4.5330, -0.0254)
H (-3.9892, -1.7553, -2.0415)
H (-2.1116, -1.3703, 3.8816)
H (-0.2031, -2.1463, -3.0092)
H (2.7280, 1.0250, 3.2746)
H (-2.4863, -1.8619, 2.2418)
H (-3.5377, -4.0560, -1.2422)
H (4.3581, 0.5696, -0.4286)
H (1.6054, 2.8794, -2.5810)
H (0.8360, -0.5685, 3.3317)
H (2.7950, -4.7374, 1.8910)
H (4.0413, -2.5751, 2.0785)
H (0.2677, 3.3462, 1.6954)
H (-0.4445, 3.1203, -1.1745)
H (1.4107, -2.1148, -3.7468)
H (-2.9537, 3.3974, 2.0297)
H (-2.0242, 4.0548, -2.8295)
H (2.5034, 2.6599, 2.5895)
H (3.5138, -0.4939, -2.8897)
H (-2.8983, 0.4614, 1.5006)

Here are the Löwdin charges for atoms 1 to 4, given in e:
1 Se 1.06
2 Se 1.11
3 Ti 0.86
4 N 0.02

---

Record 3
Computed, not measured: a structure of composition C28H33N4NiP2S3, with the ωB97M-V functional and the def2-TZVPD basis.

<S²>   2.01
Multiplicity   3
Total charge   -1
HOMO (spin up / spin down)   -0.156 / -0.163 Ha

Geometry (Å):
Ni (-1.1894, 0.4912, -0.8992)
S (-2.1516, -1.5343, -0.1489)
S (-0.7822, 2.8289, -1.3027)
S (-2.6126, 0.4024, -2.7700)
P (0.5387, -0.6708, -1.8814)
P (0.1166, 0.5595, 1.0806)
N (1.6444, -1.5854, 1.9392)
N (-4.4090, -4.2190, -1.2783)
N (-4.9376, -1.9085, -4.4879)
N (2.0676, -2.5720, -0.6489)
C (-3.3704, -1.1460, -2.5739)
C (-3.1924, -1.9498, -1.4890)
C (-4.1148, 3.4508, 0.9250)
C (3.8955, -5.0206, 1.3317)
C (-3.8813, -3.2017, -1.3828)
C (1.1664, 0.7754, -4.0731)
C (-1.7981, 4.8071, 0.2910)
C (1.3532, -1.5061, -0.4392)
C (-0.6019, 0.6958, 2.7981)
C (2.3825, -2.7141, 1.7294)
C (3.3633, -4.3798, 0.2502)
C (2.5703, 1.1920, -2.0726)
C (2.9191, -0.9001, -3.3959)
C (-2.0120, 3.5418, -0.2704)
C (-2.7182, 5.3763, 1.1529)
C (1.4744, 1.7809, 1.1611)
C (-4.2504, -1.5672, -3.6307)
C (1.8854, 0.1044, -2.8930)
C (-1.8739, -0.1401, 2.9006)
C (2.9428, -3.3913, 2.8368)
C (-3.1970, 2.8809, 0.0557)
C (0.0138, -2.0973, -2.8694)
C (-0.9878, 2.1810, 2.9094)
C (2.5949, -3.2079, 0.4358)
C (0.3253, 0.3358, 3.9587)
C (1.1274, -0.9952, 0.9026)
C (3.6840, -4.5209, 2.6381)
C (-3.8857, 4.6987, 1.4864)
H (3.5019, -4.7407, -0.7592)
H (2.1881, 1.5905, 0.3629)
H (-0.1164, 2.8119, 3.0783)
H (0.7050, 0.0472, -4.7400)
H (-2.5192, 6.3551, 1.5731)
H (-2.6067, 0.1345, 2.1417)
H (-0.7815, -2.6043, -2.3268)
H (2.5016, -1.5500, -4.1648)
H (3.2490, 1.7522, -2.7207)
H (-0.3900, -1.7382, -3.8146)
H (1.8974, 1.3457, -4.6532)
H (-2.3160, 0.0252, 3.8872)
H (4.4811, -5.9202, 1.1948)
H (1.8499, 1.8955, -1.6519)
H (1.0527, 2.7733, 1.0002)
H (-1.6716, -1.2050, 2.7901)
H (-5.0221, 2.9073, 1.1591)
H (1.3006, 0.8169, 3.8907)
H (0.8461, -2.7813, -3.0337)
H (-1.6575, 2.2956, 3.7653)
H (-4.6043, 5.1384, 2.1646)
H (-3.4137, 1.9124, -0.3927)
H (0.3904, 1.4628, -3.7317)
H (3.1688, 0.7624, -1.2650)
H (4.1128, -5.0445, 3.4830)
H (3.3055, -1.5312, -2.5951)
H (0.4870, -0.7343, 4.0306)
H (2.7615, -2.9885, 3.8240)
H (1.9953, 1.7248, 2.1176)
H (-1.5171, 2.5514, 2.0243)
H (-0.8837, 5.3336, 0.0465)
H (3.7572, -0.3566, -3.8416)
H (-0.1513, 0.6830, 4.8814)

Here are the Löwdin charges for atoms 1 to 4, given in e:
1 Ni -0.32
2 S 0.65
3 S 0.55
4 S 0.61

---

For the records above, the corresponding energy relative to the best compared isomer or geometry (same formula, charge and spin) values read 0.000 0.163 0.000 eV.